46
Properties=species:S:1:pos:R:3:forces:R:3 method="wB97M-V/def2-TZVPD" orbital_gap_ev=9.239 e_tot_ev=-100219.1262 e_homo_ha=-0.3202 e_above_lowest_kcal_mol=1.9 smiles="C=CCOc1c(Br)cc([C@H]2NC(=O)NC(C)=C2C(C)=O)cc1OCC"
C -3.47296 -2.36091 1.83730 0.0 -0.1 0.1
C -4.31121 -1.37536 1.58210 -0.1 0.2 -0.3
C -4.44914 -0.65405 0.27179 -0.4 0.1 0.2
O -3.38280 -0.87291 -0.63808 0.1 0.3 -0.1
C -2.12517 -0.49377 -0.29609 0.2 0.0 0.0
C -1.09027 -1.34219 -0.70031 -0.2 -0.1 -0.1
Br -1.57385 -2.90115 -1.66505 0.2 0.0 0.0
C 0.23616 -1.09384 -0.41981 -0.1 0.1 0.0
C 0.57798 0.03787 0.30664 -0.2 0.2 0.0
C 2.01849 0.28560 0.72776 -0.2 -0.1 -0.2
N 2.29742 -0.46578 1.94217 0.1 0.4 0.1
C 2.80707 -1.71789 1.97463 0.1 0.1 0.1
O 2.79267 -2.43509 2.94766 0.0 -0.3 0.3
N 3.43143 -2.10848 0.79743 0.1 -0.3 -0.1
C 3.64132 -1.29003 -0.28050 -0.2 0.6 -0.2
C 4.58295 -1.81123 -1.30852 0.1 -0.1 -0.1
C 3.00053 -0.09133 -0.36039 0.2 -0.4 0.5
C 3.19056 0.80456 -1.49672 -0.1 0.2 0.0
C 2.37533 2.08078 -1.50087 0.2 0.0 -0.3
O 3.95638 0.56266 -2.41205 0.1 0.1 -0.2
C -0.42568 0.91660 0.68248 -0.1 -0.1 -0.1
C -1.75906 0.68824 0.36570 -0.1 0.0 -0.1
O -2.68809 1.64229 0.72584 0.2 -0.4 0.2
C -3.14178 2.45365 -0.35377 0.0 0.4 -0.3
C -2.06738 3.40259 -0.87065 -0.2 -0.3 0.2
H -2.79991 -2.75461 1.09559 0.1 0.0 -0.2
H -3.43245 -2.82888 2.80524 -0.1 0.0 0.2
H -4.98996 -1.01300 2.34217 -0.1 0.0 0.2
H -4.59433 0.41281 0.47045 0.0 -0.2 -0.1
H -5.33043 -1.02670 -0.26308 0.1 0.1 0.1
H 0.99246 -1.78546 -0.75534 0.1 -0.1 -0.1
H 2.12848 1.34571 0.98599 0.0 -0.1 -0.1
H 1.78092 -0.19545 2.76617 0.1 -0.2 0.0
H 3.90231 -3.00178 0.83954 -0.1 0.2 0.1
H 4.92922 -2.80957 -1.05026 0.0 -0.1 0.0
H 5.43651 -1.14237 -1.40398 0.0 0.0 0.0
H 4.10420 -1.82862 -2.28583 0.1 0.0 0.0
H 2.69711 2.73440 -0.69252 0.0 0.1 0.1
H 2.53434 2.59113 -2.44720 0.0 0.0 0.0
H 1.31791 1.86258 -1.37529 -0.1 0.0 0.1
H -0.18948 1.82211 1.22157 0.0 0.2 0.1
H -3.97834 3.01971 0.06363 0.0 -0.1 -0.1
H -3.50878 1.82604 -1.17713 0.0 0.0 0.1
H -2.49331 4.05069 -1.63116 0.0 0.1 -0.1
H -1.68527 4.01535 -0.05801 0.0 0.1 0.1
H -1.24208 2.84508 -1.30923 0.1 0.0 -0.1


19
Properties=species:S:1:pos:R:3:forces:R:3 method="wB97M-V/def2-TZVPD" multiplicity=2 orbital_gap_ev="9.295 / 6.498" e_tot_ev=-17703.0852 e_homo_ha="-0.3046 / -0.3049" e_above_lowest_kcal_mol=9.1
C -0.34655 1.38408 0.26692 -0.3 -0.7 -0.2
C 0.08134 2.69318 -0.40480 0.5 -0.3 0.0
S 0.01863 4.02491 0.77824 -0.1 0.2 0.0
C 0.29365 0.18660 -0.45262 -0.1 0.2 0.0
N -0.21732 -1.07643 0.01430 -0.5 0.2 0.3
C 0.13791 -1.45840 1.36007 0.1 0.0 0.2
C -0.27093 -2.18077 -0.90241 0.1 0.0 -0.3
H -0.12347 1.35656 1.33024 0.3 0.2 0.1
H -1.42278 1.22152 0.19417 -0.1 0.3 0.0
H -0.52892 2.88201 -1.28130 -0.2 0.1 0.0
H 1.11124 2.55730 -0.75939 0.0 0.2 0.2
H 0.02967 0.31609 -1.50677 0.2 -0.3 0.0
H 1.38154 0.24967 -0.36280 0.3 0.1 -0.1
H 0.49705 -0.61874 1.95390 -0.2 0.2 -0.1
H -0.71472 -1.89693 1.88950 0.1 0.0 0.0
H 0.95603 -2.18293 1.39264 0.1 -0.3 -0.1
H -0.39293 -1.81695 -1.91809 -0.1 0.1 -0.1
H -1.11723 -2.83430 -0.69500 -0.1 -0.1 0.2
H 0.62779 -2.80648 -0.89678 0.3 -0.1 0.1


63
Properties=species:S:1:pos:R:3:forces:R:3 method="wB97M-V/def2-TZVPD" orbital_gap_ev=7.992 e_tot_ev=-286952.0452 e_homo_ha=-0.3293 e_above_lowest_kcal_mol=0.0
Cu 1.83662 -1.00127 -2.07931 0.6 -0.2 0.2
Cl -2.59724 -6.84284 -3.22295 -1.0 -0.6 -0.6
C -1.42673 -5.90084 -2.45560 1.7 1.7 -0.5
C -1.17857 -4.57117 -2.95161 -1.4 -1.2 0.6
C -0.31374 -3.76625 -2.24739 1.0 -1.5 0.4
Cl -0.17887 -2.06084 -2.48166 -0.7 -0.1 -0.5
C 0.53704 -4.35980 -1.28235 -0.3 -0.9 1.1
O 1.33493 -3.51194 -0.60547 1.1 -0.4 0.6
C 0.38596 -5.73304 -0.88549 -1.7 1.5 -1.8
Cl 1.29544 -6.39030 0.37951 0.5 -0.1 0.4
C -0.65308 -6.48737 -1.46942 0.5 1.0 0.1
H -1.81741 -4.23002 -3.77556 0.4 0.1 0.5
H -0.89897 -7.48962 -1.15232 0.2 -0.1 0.1
F 2.35305 -3.48823 -4.29664 0.0 0.1 0.3
B 3.45997 -3.24680 -3.48059 -0.4 0.8 -1.2
F 3.34256 -4.01524 -2.32534 0.2 0.0 0.5
F 4.63482 -3.40326 -4.15505 0.2 -0.2 0.3
F 3.39687 -1.77631 -3.12623 -0.3 -0.5 0.2
Cl 2.21050 -3.60314 2.40476 0.4 -0.2 -1.1
Ge 2.89846 -3.77266 0.30817 0.2 0.6 0.3
Cl 4.56827 -5.19800 0.25780 -1.3 0.8 0.0
Cl 3.79991 -1.83181 -0.12077 -0.4 -0.6 0.3
C 0.12097 4.42911 2.35589 -1.0 0.8 0.1
C 0.71800 3.61122 1.19228 -0.2 -0.5 0.1
C 0.88842 4.51894 -0.04018 -0.1 1.6 0.4
C 2.11780 3.10318 1.58322 0.5 0.4 0.8
Si -0.43641 2.13146 0.70683 0.7 -1.4 0.0
Br 1.06344 1.03695 -0.89941 -0.3 0.4 0.0
C -1.97211 2.54727 -0.35372 -0.7 -0.6 0.1
C -2.74073 1.23529 -0.78153 -0.3 0.9 1.1
C -2.97838 3.38423 0.48868 -0.1 0.1 -0.5
C -1.56654 3.33349 -1.60851 -1.4 0.6 -0.4
C -0.59436 0.60844 1.96415 -0.4 0.6 -0.9
C -0.97581 -0.72166 1.24146 -0.3 -0.2 0.1
C 0.73601 0.36016 2.73753 -0.8 0.0 0.3
C -1.77808 0.91642 2.91995 -0.4 0.6 1.0
H 0.74246 5.34242 2.49117 -0.3 -0.5 0.0
H 0.08377 3.89466 3.33753 0.1 0.2 -0.9
H -0.92952 4.81091 2.12210 1.3 -0.5 0.3
H 1.68903 5.26562 0.15428 -0.1 -0.6 0.0
H 0.02383 5.18197 -0.18046 0.0 -0.4 0.1
H 1.07937 4.05278 -1.00206 0.2 -0.3 0.1
H 2.82711 3.96715 1.62882 -0.6 -0.5 -0.1
H 2.47277 2.41894 0.81732 0.3 -0.1 0.2
H 2.18691 2.63071 2.59297 -0.3 0.2 -0.9
H -3.30433 0.83840 0.08712 0.5 0.0 -0.4
H -2.12637 0.47823 -1.21564 0.7 -0.6 -0.1
H -3.50474 1.43482 -1.52485 -0.1 0.5 -0.2
H -3.37978 2.86852 1.36112 0.4 -0.1 0.2
H -3.86784 3.60372 -0.10740 0.1 -0.1 -0.3
H -2.58407 4.35788 0.76953 0.2 0.0 0.2
H -0.89024 2.81536 -2.26308 0.6 -0.3 0.0
H -1.20020 4.34279 -1.40210 0.0 -0.4 0.0
H -2.47224 3.48104 -2.23823 0.2 -0.1 0.4
H -0.37098 -0.95299 0.33844 -0.4 0.1 0.7
H -2.05997 -0.78712 1.01175 0.7 0.3 -0.2
H -0.85777 -1.53293 1.97634 0.3 0.1 -0.2
H 1.57679 0.12890 2.08028 0.0 0.4 -0.1
H 0.59381 -0.56145 3.31766 -0.1 0.2 0.1
H 0.96125 1.17395 3.45304 0.0 -0.4 -0.5
H -2.79986 0.74565 2.47666 1.1 0.1 0.2
H -1.80694 1.94770 3.38961 0.3 -0.9 -0.7
H -1.67429 0.23863 3.78500 -0.2 0.1 -0.2